The following is a DFT calculation (ωB97M-V/def2-TZVPD) of a 8-piece molecular cluster, C37H84F9N5O11 overall.

```
146
Properties=species:S:1:pos:R:3:forces:R:3:lowdin_charge:R:1
C -14.062718 20.617299 7.443236 -3.47 1.35 2.36 0.0236
C -13.392725 21.360908 8.631909 -1.01 -0.22 -1.16 -0.4485
C -12.672817 20.372712 9.497794 1.45 0.07 1.36 -0.1258
C -11.389319 19.819758 8.915734 0.34 1.11 -0.23 -0.1395
C -10.382524 20.967713 8.940801 -0.43 -0.07 -1.64 -0.1026
C -10.780173 21.972340 7.884384 -0.07 0.58 -0.13 -0.4141
N -12.420192 22.286742 7.929358 1.97 -1.64 1.52 0.0439
O -12.811993 23.184438 7.322102 -0.69 1.52 -0.89 0.2434
C -10.536177 21.576629 6.457290 -0.74 0.61 -1.17 -0.0236
C -10.054249 23.260168 8.069083 -0.40 2.39 -0.58 -0.0321
C -14.465805 22.093203 9.416933 1.17 -0.63 2.04 0.0056
H -14.621827 21.300023 6.786150 0.35 -0.03 0.20 0.0911
H -14.859769 19.959959 7.929761 1.26 0.58 -0.80 0.1346
H -13.381579 20.089883 6.921866 2.09 -2.11 -1.88 0.0355
H -13.365142 19.617773 9.786654 -0.68 -0.72 -0.05 0.1293
H -12.342152 20.805475 10.469208 -0.57 0.16 -0.50 0.1459
H -11.479307 19.455422 7.911643 -0.30 0.07 -0.86 0.0845
H -11.015582 18.956531 9.379542 0.31 -1.02 1.37 0.1154
H -9.387341 20.692102 8.582630 0.05 -0.27 0.46 0.1452
H -10.300279 21.559791 9.835591 0.01 -0.49 0.89 0.1237
H -9.518152 21.239210 6.318449 0.25 -0.11 0.18 0.1160
H -10.675492 22.475294 5.807491 0.06 -0.74 0.41 0.0983
H -11.196442 20.804161 6.107917 -0.21 -0.53 -0.27 0.0626
H -10.031726 23.675128 9.066215 -0.46 -0.04 0.48 0.0938
H -10.498320 24.038779 7.374277 0.72 -0.74 0.80 0.1163
H -8.988273 23.173969 7.833450 -0.28 -0.38 -0.36 0.1198
H -15.065091 22.805342 8.927869 -0.43 0.93 -1.00 0.0764
H -13.943392 22.557583 10.290479 -0.78 -0.18 -0.50 0.1165
H -15.156604 21.309479 9.795282 0.53 0.46 -0.09 0.1209
C -16.129957 22.015352 4.315699 1.07 -1.78 -0.49 -0.0420
C -16.844012 21.960720 2.940484 -0.62 -0.12 0.43 -0.3599
C -16.466353 23.042412 1.896395 0.14 0.21 1.47 -0.1805
O -15.099983 22.954807 1.591435 -0.14 -1.50 0.46 -0.2020
C -14.342065 24.042360 1.136747 -1.73 1.00 -0.32 -0.0842
N -16.689834 20.597677 2.382236 0.93 -0.09 -1.93 0.0400
H -17.328556 18.910914 3.048749 0.09 -1.55 1.53 0.1066
H -17.317858 20.451199 1.545342 0.62 0.68 1.07 0.0860
H -15.774423 20.727651 1.906321 -0.34 -0.87 0.31 0.0769
H -15.024669 21.871113 4.286967 -0.42 0.59 -0.78 0.0649
H -16.343868 21.114464 4.921517 -0.80 0.47 -0.24 0.0608
H -16.312651 22.891171 4.885881 -0.39 0.87 0.39 0.0657
H -17.929613 22.019260 3.072377 0.09 0.58 0.41 0.1418
H -16.752735 24.026762 2.262742 0.18 0.28 0.32 0.1322
H -17.115407 22.858112 1.071194 -0.24 -0.20 -1.23 0.1040
H -14.191663 24.799005 1.919370 0.48 -0.36 0.06 0.1001
H -14.878590 24.579693 0.349439 -0.05 -0.03 -0.21 0.0950
H -13.478146 23.598752 0.705862 0.96 0.16 0.04 0.0687
C -19.890269 15.522217 4.296410 -0.22 0.47 -1.01 -0.0378
C -18.783300 14.539999 3.931998 0.23 -0.20 -0.28 -0.2863
C -19.366675 13.235747 3.336340 2.50 -0.07 2.26 -0.1675
O -18.250662 12.415890 2.969874 -0.24 -0.15 -0.22 -0.2230
C -18.328258 10.956730 3.128786 -1.84 1.08 0.24 -0.0410
N -17.854967 15.182162 2.867249 -0.21 0.36 0.42 0.2156
H -17.054944 15.748189 3.285441 -0.92 -0.43 -0.33 0.1160
H -17.405800 14.406483 2.368153 -0.25 0.04 -0.04 0.1417
H -18.373533 15.825382 2.195502 0.56 -0.70 0.61 0.1282
H -20.451468 15.943991 3.404634 0.99 -0.39 0.76 0.1125
H -19.343108 16.292605 4.817036 -0.53 0.76 0.24 0.0660
H -20.695470 15.116533 4.914370 0.51 -0.25 0.21 0.0960
H -18.118155 14.360669 4.837535 -0.85 -0.07 -1.26 0.1712
H -20.083565 13.508939 2.596783 -0.53 -0.38 -1.00 0.1179
H -19.785958 12.778829 4.218562 -0.97 -0.28 0.07 0.1287
H -18.671757 10.600755 4.144041 0.41 0.79 -0.80 0.1064
H -17.327443 10.638239 2.949879 0.50 -0.46 -0.25 0.0749
H -19.066078 10.584832 2.391849 0.63 -0.11 0.25 0.0972
C -11.510395 19.006596 -0.072038 -1.50 1.09 0.65 -0.0298
C -11.237921 20.247656 0.740786 2.93 0.89 -0.56 -0.3923
C -12.420356 20.846863 1.433978 0.33 -0.94 -0.30 -0.2321
O -12.163303 22.126809 1.908186 -0.27 0.15 0.49 -0.1759
C -11.941207 22.164037 3.291907 -0.98 -0.47 1.43 -0.1197
N -10.168229 19.966332 1.758087 -1.31 -1.08 0.41 0.0705
H -10.952801 19.330352 3.390423 -0.03 -0.80 1.40 0.0891
H -9.479429 19.264080 1.546843 -0.16 -0.38 -0.72 0.0783
H -9.628825 20.749742 1.989245 0.61 1.62 0.28 0.0672
H -11.541141 18.252017 0.683913 -0.16 -1.15 0.09 0.0456
H -10.771791 18.802479 -0.841369 -0.18 0.01 -0.04 0.0962
H -12.551420 19.182626 -0.431779 0.82 -0.70 -0.46 0.0883
H -10.841674 21.036421 0.076261 -0.22 -0.16 0.04 0.1531
H -12.602650 20.194181 2.294033 -0.91 -0.19 -0.25 0.1135
H -13.189634 20.893918 0.667037 -0.67 0.04 0.31 0.1240
H -12.313627 23.140892 3.657312 0.65 -0.30 -0.15 0.0976
H -10.868547 21.985554 3.468135 -0.36 0.27 0.48 0.0756
H -12.565244 21.376706 3.931546 1.19 1.22 -1.54 0.1140
C -20.934099 19.745803 -2.401564 1.95 -1.34 0.86 -0.0137
C -19.600988 19.579572 -1.567409 0.41 0.96 -0.74 -0.3931
C -18.725943 20.855744 -1.657721 -1.64 0.81 0.69 -0.1942
O -17.623828 20.897784 -0.790122 0.65 -0.01 0.69 -0.2096
C -16.677263 19.882916 -1.076574 -1.63 -0.92 -0.59 -0.0923
N -19.734523 19.129636 -0.183138 -0.77 0.52 0.94 0.0488
H -19.351216 19.832868 0.465365 -0.19 -0.36 -0.45 0.0951
H -20.722317 19.065985 0.042890 -0.04 -0.02 0.13 0.1003
H -19.179120 17.498839 0.219208 -0.21 1.10 -0.04 0.0461
H -20.651091 20.152107 -3.369286 -0.21 -0.12 -0.15 0.0825
H -21.714078 20.338492 -1.960406 -0.14 0.37 0.43 0.0739
H -21.244770 18.699397 -2.484534 -0.54 0.34 -0.46 0.0756
H -19.020477 18.784847 -2.024276 -0.07 -0.13 -0.63 0.1089
H -19.326757 21.764439 -1.385560 0.33 -0.79 -0.16 0.1503
H -18.423804 20.995626 -2.679032 0.33 -0.02 -0.71 0.1204
H -15.843937 19.890783 -0.412912 0.73 0.65 0.40 0.0623
H -16.408332 19.936391 -2.132099 0.43 0.01 0.00 0.1020
H -17.166508 18.911113 -0.907672 0.21 -0.05 -0.18 0.0700
C -18.590060 15.787885 -0.444466 1.12 1.25 -0.83 -0.3252
O -17.955881 16.431821 -1.541575 -0.73 -0.48 -0.18 -0.0767
O -18.664618 16.738503 0.567490 -0.20 -1.72 0.63 -0.0176
C -19.937600 15.232708 -0.915606 -1.02 0.27 0.52 -0.5003
F -19.883206 14.713494 -2.129033 -0.05 0.65 -0.24 0.1932
F -20.388124 14.208502 -0.141748 0.22 0.95 0.30 0.1335
F -20.848224 16.276707 -0.840017 0.63 -1.44 -0.49 0.1193
C -16.635388 15.917500 -1.704346 -1.01 -0.90 2.05 -0.2685
C -15.761594 16.694449 -2.585220 0.66 1.16 0.22 -0.0495
H -15.433479 17.714499 -2.235565 -0.44 -1.16 -0.17 0.0876
H -14.935962 16.025996 -2.656804 1.33 -0.08 -0.22 0.0791
H -16.135617 16.760715 -3.581604 -0.53 0.23 -0.71 0.0851
H -16.711478 14.864654 -2.012916 0.05 0.20 -0.42 0.1387
H -16.277968 15.844583 -0.651072 0.63 0.22 -0.67 0.1040
H -17.945531 14.974001 -0.121661 -0.25 -0.38 0.25 0.1503
C -10.578232 17.645592 4.328136 -0.72 0.02 1.85 -0.3802
O -11.349358 16.758948 3.625290 -0.86 -0.47 0.09 -0.0820
O -11.172699 18.888528 4.302202 0.28 1.07 -1.29 -0.0138
C -10.510985 17.178933 5.845761 -0.78 0.81 -1.51 -0.5748
F -11.696006 17.415899 6.448181 0.24 -0.03 0.15 0.1398
F -10.232209 15.901131 5.952582 -0.19 -1.25 -0.07 0.1835
F -9.549329 17.796848 6.505491 0.49 1.13 0.61 0.1655
C -10.664525 15.624338 3.065824 -0.08 2.31 -0.78 -0.1843
C -9.899634 16.168577 1.890923 2.02 -0.72 -0.02 -0.0527
H -9.370316 17.125031 2.115763 0.15 -1.10 0.17 0.0741
H -9.217282 15.387673 1.476863 -0.15 0.80 0.37 0.1085
H -10.508759 16.463867 1.098664 -1.46 0.14 -1.29 0.0330
H -11.466166 14.997469 2.768865 -0.43 -0.99 -0.22 0.1172
H -10.026701 15.187022 3.782437 0.57 -0.79 0.79 0.1059
H -9.570354 17.682600 3.987202 1.09 -0.07 -0.39 0.1437
C -16.031548 17.802874 4.056548 -2.86 1.08 1.99 -0.3602
O -15.598395 16.599925 3.614291 0.97 -0.71 -0.80 -0.0990
O -17.369766 18.066347 3.662451 0.74 1.52 -1.90 -0.0215
C -16.118656 17.678695 5.604037 -0.82 -0.27 -1.96 -0.6161
F -16.782961 16.577234 6.018474 0.21 0.27 -0.10 0.1589
F -14.892899 17.650046 6.021199 2.02 -0.44 1.45 0.1922
F -16.707804 18.741080 6.117811 -0.52 0.64 0.57 0.1683
C -14.622177 16.553269 2.541947 0.01 -0.30 0.08 -0.1616
C -15.040921 17.387759 1.335756 0.48 -0.27 0.67 -0.0427
H -14.847378 18.452016 1.565621 -0.47 -0.40 -0.17 0.0711
H -14.430760 17.140650 0.472266 0.09 -0.12 -0.13 0.0814
H -16.076479 17.163262 1.126446 -0.40 0.42 -0.31 0.0569
H -14.483590 15.469762 2.423857 -0.30 0.29 -0.62 0.1360
H -13.667330 16.887868 2.897007 0.51 0.38 0.55 0.0988
H -15.442314 18.698779 3.905248 0.71 -0.06 -0.58 0.1579
```
Positions in Å, forces in eV/Å.

Computed properties:
Molar mass: 946.1 g mol⁻¹
HOMO-LUMO gap: 0.250 Ha
Total charge: +2
Multiplicity: 1
Maximum force: 0.086 Eh/bohr